Entry 1:
This record from the Open Molecules 2025 dataset describes a 2-piece molecular cluster, C24H22N4O3 overall. The level of theory is wB97M-V/def2-TZVPD.

```
53
Properties=species:S:1:pos:R:3:forces:R:3
N -7.11716 1.36525 -2.22536 2.651 -0.454 0.031
C -5.95975 1.18003 -2.24067 -2.712 0.452 -0.117
C -4.54263 0.96910 -2.29263 0.575 -0.187 -0.196
C -4.02803 -0.33485 -2.37905 -0.339 0.077 0.156
C -2.66321 -0.53719 -2.34077 0.738 0.604 0.095
C -1.77524 0.56472 -2.21813 -1.321 0.382 -0.022
C -0.36562 0.30757 -2.06473 1.747 0.760 -0.103
C 0.62056 1.25552 -2.00390 -2.308 -0.206 -0.082
N 1.95106 0.83497 -1.94052 3.140 -1.609 -0.374
O 2.88823 1.62774 -1.66848 -2.308 -1.367 -0.490
O 2.15955 -0.38759 -2.21621 0.088 2.502 0.295
C -2.30118 1.88254 -2.23044 0.023 -0.814 0.022
C -3.67708 2.07198 -2.27727 0.159 0.229 0.200
H -4.71183 -1.18486 -2.42535 0.198 0.309 -0.011
H -2.24611 -1.54875 -2.38295 -0.197 0.360 0.049
H -0.06552 -0.74168 -2.02531 -0.014 0.469 -0.240
H 0.43158 2.32664 -1.96212 0.407 -0.379 0.063
H -1.61561 2.73294 -2.18267 -0.429 -0.263 0.015
H -4.08809 3.08556 -2.26542 0.108 -0.421 0.030
C 6.10597 -1.67949 2.29627 -0.133 0.377 -0.033
N 5.35963 -1.46439 1.07276 0.409 -0.415 0.005
C 6.18641 -1.28122 -0.10818 -0.124 -0.154 0.083
C 4.00263 -1.25611 1.04741 -0.563 0.288 -0.089
C 3.33658 -0.41927 1.97200 0.261 -0.401 -0.400
C 2.00887 -0.10638 1.79948 -0.163 -0.322 -0.551
N 1.23730 -0.72132 0.82895 1.709 -0.388 0.282
C -0.11835 -0.47794 0.70332 -1.718 0.121 0.426
C -0.76575 0.60693 1.34348 0.561 0.020 -0.399
C -2.26653 0.56789 1.51544 -0.490 0.088 0.033
C -2.87650 1.65174 2.17034 -0.124 0.155 -0.199
C -4.26657 1.76260 2.24245 0.032 -0.388 -0.062
C -5.07416 0.76794 1.66885 0.174 -0.009 0.100
C -4.47929 -0.35480 1.07989 0.114 0.135 0.197
C -3.08632 -0.46992 1.04542 0.016 0.304 -0.111
O -0.15277 1.63319 1.73114 -0.225 -0.445 0.292
C 1.84946 -1.67149 0.03075 -0.430 0.786 0.573
C 3.20219 -1.86246 0.04892 0.150 -0.030 0.394
H 5.45390 -2.06249 3.08871 0.133 0.098 -0.176
H 6.89624 -2.41624 2.09381 -0.201 0.103 0.120
H 6.59490 -0.75513 2.63660 -0.012 -0.112 0.122
H 5.55583 -1.11545 -0.98889 0.244 -0.007 0.196
H 6.85235 -0.41309 0.03600 -0.202 -0.136 -0.153
H 6.82293 -2.16524 -0.25472 -0.121 0.152 -0.151
H 3.88730 0.05168 2.78464 -0.146 -0.009 -0.279
H 1.52358 0.68248 2.36244 -0.130 -0.277 -0.087
H -0.66467 -1.16354 0.06183 0.265 -0.064 0.505
H -2.24822 2.43128 2.60793 -0.100 -0.310 -0.287
H -4.71406 2.62163 2.75658 0.145 -0.397 -0.267
H -6.16323 0.84602 1.71465 0.356 0.008 -0.065
H -5.10098 -1.14811 0.65033 0.215 0.301 0.233
H -2.62253 -1.36518 0.63064 -0.226 0.216 0.033
H 1.17443 -2.20714 -0.63315 0.296 0.198 0.109
H 3.65547 -2.51666 -0.69411 -0.177 0.071 0.285
```
Positions in Å, forces in eV/Å.

Values from the calculation:
2S+1: 1
ΔE to the lowest compared entry with this formula, charge and spin: 759.9 kJ/mol
E_tot: -1372.3036 a.u.
net charge: 0
HOMO energy: -0.24826 Eh
Kohn-Sham gap: 0.191 Eh
lowest unoccupied orbital energy: -1.569 eV

Entry 2:
This record from the Open Molecules 2025 dataset describes C24H22N4O3OsS3 as an isolated structure. The level of theory is wB97M-V/def2-TZVPD.

```
57
Properties=species:S:1:pos:R:3:forces:R:3
Os -0.49780 0.39982 -0.24949 0.251 0.424 -0.491
C -3.20420 -4.75178 2.20963 0.007 0.090 -0.012
C -1.95831 -3.97970 1.88128 0.018 0.022 0.025
C -1.35041 -3.18915 2.85723 0.039 -0.074 -0.042
C -0.20094 -2.47596 2.57620 0.132 -0.072 0.131
C 0.34356 -2.54668 1.30141 0.247 0.078 0.003
C -0.23487 -3.33003 0.31646 0.058 0.057 -0.107
C -1.39123 -4.03448 0.61071 -0.031 0.045 -0.008
S 1.85922 -1.69907 0.98245 -0.303 0.218 -0.134
O 2.50595 -2.30220 -0.15174 -0.134 0.016 -0.052
O 2.59360 -1.59936 2.20963 -0.019 0.102 0.056
N 1.31607 -0.16899 0.54842 -0.161 -0.449 0.087
C 2.25459 0.86241 0.55426 0.676 0.314 0.077
C 3.63227 0.69096 0.54540 -0.573 -0.138 -0.109
C 4.50575 1.78427 0.60521 0.085 0.261 0.015
C 4.04005 3.06762 0.67717 0.113 -0.061 -0.005
C 2.65106 3.29858 0.66934 -0.187 -0.136 -0.044
C 2.09097 4.59256 0.72534 -0.115 0.003 -0.038
C 0.73363 4.75750 0.70458 0.142 0.038 0.066
C -0.07881 3.61844 0.62282 -0.191 -0.098 0.024
N 0.41394 2.40425 0.57448 -0.064 -0.406 -0.256
C 1.75772 2.20331 0.59196 0.359 0.102 0.170
H -4.05636 -4.07276 2.28087 -0.027 -0.032 -0.009
H -3.10481 -5.25246 3.17246 -0.014 -0.021 -0.007
H -3.42025 -5.49762 1.44697 -0.027 -0.004 0.007
H -1.78835 -3.13098 3.84607 0.014 -0.016 0.011
H 0.29150 -1.87855 3.33314 -0.035 -0.011 0.004
H 0.24193 -3.40135 -0.65250 -0.043 -0.003 -0.025
H -1.85474 -4.64018 -0.15814 0.012 -0.044 0.025
H 4.03973 -0.30470 0.47651 0.064 -0.057 0.037
H 5.57203 1.60092 0.59165 -0.009 -0.034 0.015
H 4.71343 3.91310 0.73294 0.022 -0.022 -0.006
H 2.75563 5.44619 0.77768 -0.014 0.014 0.008
H 0.27756 5.73573 0.74786 -0.002 0.001 -0.003
H -1.15904 3.70587 0.60000 0.001 -0.023 -0.058
S -2.64979 1.13628 -0.83341 0.303 0.071 -0.021
C -3.09440 0.79880 0.81597 -0.225 -0.057 0.157
S -1.85454 -0.14333 1.59606 -0.051 0.212 -0.150
C -4.22560 1.23763 1.43314 0.208 -0.110 -0.071
C -5.15057 2.11212 0.79579 -0.170 0.150 -0.181
N -5.89164 2.84766 0.31256 0.054 -0.070 -0.036
C -4.49628 0.87307 2.78442 0.009 -0.029 0.276
N -4.70717 0.57958 3.87670 0.019 -0.024 -0.069
C 0.48077 -1.28719 -2.97426 -0.095 0.270 0.208
C 0.50993 0.23138 -3.16750 -0.107 -0.370 -0.856
C -0.62582 0.63832 -4.11786 0.111 0.110 0.354
C 1.86022 0.66894 -3.73607 -0.133 0.054 0.292
O 0.32249 0.90494 -1.93823 -0.322 -0.065 0.907
H 0.49645 -1.79491 -3.93893 0.005 -0.009 0.024
H -0.44538 -1.55958 -2.45352 0.008 -0.096 -0.074
H 1.33112 -1.61999 -2.38354 0.087 -0.058 0.112
H -0.56276 0.07880 -5.05068 -0.005 0.026 -0.023
H -0.57129 1.70599 -4.33324 -0.025 -0.005 -0.018
H -1.58632 0.43297 -3.64040 -0.028 -0.054 -0.096
H 2.07654 0.12948 -4.65805 0.005 0.014 -0.019
H 2.64598 0.46334 -3.00731 0.034 -0.034 -0.046
H 1.84798 1.74013 -3.93991 0.030 -0.005 -0.024
```
Positions in Å, forces in eV/Å.

Values from the calculation:
2S+1: 5
ΔE to the lowest compared entry with this formula, charge and spin: 9.0 kJ/mol
E_tot: -2657.6983 a.u.
net charge: 0
HOMO energy (spin up / spin down): -0.31169 / -0.31459 Eh
Kohn-Sham gap (spin up / spin down): 0.286 / 0.224 Eh
lowest unoccupied orbital energy (spin up / spin down): -0.686 / -2.475 eV